# 1
Density functional theory data (ωB97M-V/def2-TZVPD) for C4H11NS as an isolated structure in a non-equilibrium geometry.

Output
E: -611.74648 Ha
energy above the lowest of the compared OMol25 structures with the same formula, charge and spin: 513.7 kJ/mol
2S+1: 1
E_LUMO: 0.0195 hartree
HOMO level: -8.60 eV

```
17
Properties=species:S:1:pos:R:3:forces:R:3:mulliken_charge:R:1
C -1.8843 0.0603 0.7859 -0.743 -2.145 -3.803 -1.126
C -0.8047 -1.0232 0.3532 1.206 3.787 -0.917 -0.765
C 0.5388 -0.2505 0.2766 1.842 -1.723 0.276 -0.190
C 0.4683 0.9998 -0.5771 -1.769 -0.294 -0.893 -0.497
H -2.0280 0.9479 0.0237 -0.027 -2.404 1.004 0.254
H -1.6380 0.5847 1.6450 0.212 0.242 2.208 0.401
H -2.7121 -0.6860 0.7759 -0.545 1.739 0.749 0.342
H -0.9699 -1.4460 -0.6218 -0.754 0.475 -1.054 0.322
H -0.7458 -1.9423 0.8596 0.046 -0.726 1.887 0.511
H 0.8948 -0.1571 1.3569 -0.011 0.412 -1.562 0.357
H 2.4201 -1.6760 0.1000 -4.008 1.941 -3.286 0.279
H 0.6742 -1.4504 -1.2790 4.372 0.158 1.975 0.304
H 0.1520 0.5559 -1.6249 0.068 1.157 1.867 0.205
H -0.3561 1.6669 -0.1831 1.650 0.006 -0.892 0.364
H 2.2494 3.2314 -0.2957 -0.573 -3.682 -1.450 0.097
N 1.5829 -0.9826 -0.6377 -1.179 -2.886 2.058 -0.646
S 2.1585 1.5671 -0.9576 0.213 3.941 1.834 -0.214
```
Forces are in eV/Å.

***

# 2
Density functional theory data (ωB97M-V/def2-TZVPD) for one molecule with the formula C4H11NS in a non-equilibrium geometry.

Output
E: -611.90390 Ha
energy above the lowest of the compared OMol25 structures with the same formula, charge and spin: 100.4 kJ/mol
2S+1: 1
E_LUMO: 0.0360 hartree
HOMO level: -8.71 eV
SMILES: C[C@@H](S)CCN

```
17
Properties=species:S:1:pos:R:3:forces:R:3:mulliken_charge:R:1
C 1.2710 0.2100 -1.7972 0.274 3.449 0.774 -1.718
C 0.4509 0.7715 -0.5652 3.082 -1.301 -1.115 0.070
S -0.9443 1.5605 -1.2573 -1.565 0.095 -0.671 -0.181
C 0.2346 -0.4641 0.2900 -2.079 1.654 0.660 -0.480
C -0.6160 -0.0015 1.4608 0.054 0.222 1.664 -0.546
N -1.0269 -1.2076 2.2225 1.574 1.615 1.413 -0.587
H 0.9029 -0.7054 -2.0590 -0.904 -2.641 -0.458 0.512
H 2.3328 0.1828 -1.7045 0.808 -0.227 0.565 0.363
H 1.0817 0.8437 -2.6448 0.134 0.446 -0.471 0.477
H 0.9612 1.5872 -0.0348 0.301 -0.511 0.000 0.294
H -0.9260 0.6683 -2.2610 -0.702 0.330 -0.160 0.117
H 1.0991 -0.8738 0.7521 1.144 -0.388 -0.234 0.193
H -0.2700 -1.2069 -0.3507 0.038 0.051 0.516 0.405
H -1.4657 0.5982 1.1091 -0.020 -0.256 0.016 0.312
H -0.0255 0.7284 2.0998 -0.401 -1.044 -0.556 0.346
H -1.6213 -1.6126 1.5761 -1.856 -1.633 -0.672 0.209
H -1.4383 -1.0787 3.1641 0.118 0.138 -1.270 0.216
```
Forces are in eV/Å.

***

What did the second record say?
Density functional theory data (ωB97M-V/def2-TZVPD) for one molecule with the formula C4H11NS in a non-equilibrium geometry.

Output
E: -611.90390 Ha
energy above the lowest of the compared OMol25 structures with the same formula, charge and spin: 100.4 kJ/mol
2S+1: 1
E_LUMO: 0.0360 hartree
HOMO level: -8.71 eV
SMILES: C[C@@H](S)CCN

```
17
Properties=species:S:1:pos:R:3:forces:R:3:mulliken_charge:R:1
C 1.2710 0.2100 -1.7972 0.274 3.449 0.774 -1.718
C 0.4509 0.7715 -0.5652 3.082 -1.301 -1.115 0.070
S -0.9443 1.5605 -1.2573 -1.565 0.095 -0.671 -0.181
C 0.2346 -0.4641 0.2900 -2.079 1.654 0.660 -0.480
C -0.6160 -0.0015 1.4608 0.054 0.222 1.664 -0.546
N -1.0269 -1.2076 2.2225 1.574 1.615 1.413 -0.587
H 0.9029 -0.7054 -2.0590 -0.904 -2.641 -0.458 0.512
H 2.3328 0.1828 -1.7045 0.808 -0.227 0.565 0.363
H 1.0817 0.8437 -2.6448 0.134 0.446 -0.471 0.477
H 0.9612 1.5872 -0.0348 0.301 -0.511 0.000 0.294
H -0.9260 0.6683 -2.2610 -0.702 0.330 -0.160 0.117
H 1.0991 -0.8738 0.7521 1.144 -0.388 -0.234 0.193
H -0.2700 -1.2069 -0.3507 0.038 0.051 0.516 0.405
H -1.4657 0.5982 1.1091 -0.020 -0.256 0.016 0.312
H -0.0255 0.7284 2.0998 -0.401 -1.044 -0.556 0.346
H -1.6213 -1.6126 1.5761 -1.856 -1.633 -0.672 0.209
H -1.4383 -1.0787 3.1641 0.118 0.138 -1.270 0.216
```
Forces are in eV/Å.

***

What is the E_LUMO in the second record? 0.0360 hartree

***

The lowest E belongs to which entry? number 2